(1)
88
Properties=species:S:1:pos:R:3:forces:R:3 method="wB97M-V/def2-TZVPD" relative_energy_ev=0.5229 spin_multiplicity=3 orbital_gap_ev="5.5 / 5.6" total_charge=+2 e_lumo_ev="-7.23 / -7.17" homo_ev="-12.76 / -12.78"
Mo 0.1231 -0.1218 0.4952 0.1 0.1 -0.3
N 5.1226 0.7646 -6.0603 0.0 0.0 0.0
C 4.6634 0.6129 -4.8000 0.0 0.0 -0.1
C 3.9488 -0.5459 -4.4351 0.0 -0.1 0.0
C 3.4831 -0.7019 -3.1534 0.0 0.1 -0.1
C 3.7178 0.3010 -2.2083 0.0 0.0 0.1
C 4.4280 1.4582 -2.5496 0.0 -0.1 0.0
C 4.8891 1.6113 -3.8318 0.0 0.0 0.1
S 3.1767 0.1019 -0.5974 0.0 0.0 0.0
O 2.8342 -1.2743 -0.3267 0.0 0.0 0.0
O 3.9850 0.8517 0.3094 0.0 0.0 0.0
N 1.6210 0.7757 -0.5098 -0.2 0.1 0.0
C 1.3829 2.1040 -0.2151 0.0 -0.1 0.0
N 0.2432 2.1155 0.4990 0.0 0.0 0.0
C -0.1188 3.2768 1.0538 0.0 0.0 0.0
C 0.6190 4.4157 0.8022 0.0 0.0 0.0
C 1.7299 4.2928 -0.0267 0.0 0.0 0.0
N 2.1378 3.1251 -0.5283 0.0 0.0 0.0
H 5.0381 0.0246 -6.7333 0.0 0.0 0.0
H 5.6987 1.5488 -6.3080 0.0 0.0 0.0
H 3.7896 -1.3250 -5.1696 0.0 0.0 0.0
H 2.9676 -1.6082 -2.8677 0.0 0.0 0.0
H 4.6131 2.2172 -1.8026 0.0 0.0 0.0
H 5.4458 2.4994 -4.1014 0.0 0.0 0.0
H -0.9892 3.2777 1.6926 0.0 0.0 0.0
H 0.3428 5.3684 1.2272 0.0 0.0 0.0
H 2.3277 5.1584 -0.2852 0.0 0.0 0.0
C -1.7634 -3.1636 -1.3635 0.0 0.0 0.0
C -1.4135 -2.0361 -2.3381 0.0 0.0 0.0
C -0.0134 -1.4356 -2.2300 0.0 -0.1 0.0
C -2.4667 -0.9509 -2.3569 0.0 0.0 0.0
C -3.2607 -0.8708 -3.4908 0.0 0.0 0.0
C -4.2938 0.0436 -3.5794 0.0 0.0 0.0
C -4.5213 0.8942 -2.5210 0.0 0.0 0.0
C -3.7491 0.8748 -1.3565 0.0 0.0 0.0
C -4.1798 1.9287 -0.3331 0.0 0.0 0.0
C -5.2864 1.4616 0.6231 0.0 0.0 0.0
C -3.0646 2.6478 0.4082 0.0 0.0 0.0
C -2.7077 -0.0722 -1.2851 0.0 0.0 0.1
N -1.9375 -0.2014 -0.0452 0.0 0.0 0.0
C -2.6402 -0.4450 1.0406 0.1 0.0 0.1
C -2.0337 -0.3695 2.3033 -0.1 0.0 -0.1
C -2.4618 -0.6242 3.6045 0.0 0.0 0.0
C -1.3520 -0.4608 4.4336 0.0 0.0 0.1
C -0.2586 -0.1257 3.6301 0.0 0.0 -0.1
N -0.6746 -0.0409 2.3427 0.0 0.0 0.1
C 1.1860 0.0843 3.9896 0.0 0.0 0.0
C 1.6974 -1.1381 4.7653 0.0 0.0 0.0
C 2.0049 0.2624 2.7133 0.1 0.0 0.0
C 1.3159 1.3436 4.8588 0.0 0.0 0.0
H -1.0214 -3.9614 -1.4273 0.0 0.0 0.0
H -2.7283 -3.5890 -1.6388 0.0 0.0 0.0
H -1.8411 -2.8340 -0.3279 0.0 0.0 0.0
H -1.4488 -2.4990 -3.3261 0.0 0.0 0.0
H -0.0043 -0.5262 -1.5963 0.0 0.0 0.0
H 0.3001 -1.0045 -3.1827 0.0 0.0 0.0
H 0.7455 -2.1379 -1.8976 0.0 0.0 0.0
H -3.0724 -1.5513 -4.3114 0.0 0.0 0.0
H -4.9116 0.0930 -4.4655 0.0 0.0 0.0
H -5.3234 1.6182 -2.5894 0.0 0.0 0.0
H -4.6462 2.6943 -0.9551 0.0 0.0 0.0
H -4.9052 0.8754 1.4606 0.0 0.0 0.0
H -6.0409 0.8723 0.1020 0.0 0.0 0.0
H -5.7827 2.3308 1.0562 0.0 0.0 0.0
H -2.6377 2.0400 1.2082 0.0 0.0 0.0
H -3.4610 3.5544 0.8684 0.0 0.0 0.0
H -2.2759 2.9373 -0.2865 0.0 0.0 0.0
H -3.6891 -0.7018 0.9443 0.0 0.0 0.0
H -3.4620 -0.8968 3.9038 0.0 0.0 0.0
H -1.3345 -0.5711 5.5058 0.0 0.0 0.0
H 1.6482 -2.0464 4.1604 0.0 0.0 0.0
H 1.1151 -1.3004 5.6720 0.0 0.0 0.0
H 2.7362 -0.9816 5.0570 0.0 0.0 0.0
H 1.8870 -0.5894 2.0086 0.0 0.0 0.1
H 3.0769 0.2610 2.9173 0.0 0.0 0.0
H 1.8101 1.2231 2.2331 -0.1 0.0 0.0
H 0.7607 1.2304 5.7895 0.0 0.0 0.0
H 0.9343 2.2234 4.3369 0.0 0.0 0.0
H 2.3637 1.5170 5.1064 0.0 0.0 0.0
N 1.3137 -5.4219 0.3204 0.0 -0.1 0.0
N 0.8134 -4.2515 0.8370 -0.1 0.0 0.0
N 0.1441 -4.1904 1.9774 0.1 -0.1 0.0
C -0.1919 -2.9213 2.0209 0.0 0.1 0.0
N 0.2814 -2.2576 0.9416 -0.1 -0.3 0.0
N 0.8992 -3.1510 0.1838 0.1 0.1 0.0
H 1.0415 -6.1752 0.9429 0.0 0.0 0.0
H 2.3239 -5.3558 0.2442 0.0 0.0 0.0
H -0.7636 -2.4863 2.8231 0.0 0.0 0.0

***

(2)
78
Properties=species:S:1:pos:R:3:forces:R:3 method="wB97M-V/def2-TZVPD" orbital_gap_ev=5.5 total_charge=+1 e_lumo_ev=-3.93 homo_ev=-9.40
C -7.3666 -2.9552 -0.8610 0.2 -0.3 0.2
C -6.9863 -3.2864 -2.3132 -0.1 0.3 -0.2
C -5.5366 -2.8157 -2.4948 0.1 -0.5 -0.5
N -5.2284 -2.0385 -1.3114 0.9 0.4 0.2
C -4.0401 -1.3943 -1.1519 -0.2 -0.3 -0.2
C -3.8867 -0.3538 -0.1968 0.5 0.3 0.2
C -2.6807 0.3186 -0.0783 -0.2 -0.4 -0.2
C -1.5104 -0.1196 -0.7723 -0.6 -0.3 0.3
C -0.2543 0.5328 -0.6247 0.4 -0.2 -0.9
C 0.9929 -0.1506 -0.7785 0.1 -0.1 0.1
C 1.2068 -1.4306 -0.1845 0.2 0.1 -0.1
C 2.4328 -2.0683 -0.2622 -0.4 0.3 0.1
C 3.4718 -1.5346 -1.0671 0.2 -0.4 -0.1
N 4.6468 -2.2183 -1.2180 -0.5 0.6 0.3
C 5.0897 -3.2562 -0.2951 -0.3 -0.7 -0.1
C 6.4613 -3.7074 -0.8227 0.1 0.3 0.4
C 6.5532 -3.2044 -2.2683 -0.3 -0.1 -0.2
C 5.4504 -2.1435 -2.4322 0.3 0.5 -0.4
C 3.2425 -0.2947 -1.7274 -0.1 0.2 -0.3
C 2.0753 0.4079 -1.5256 0.0 0.0 0.4
C -1.6742 -1.2021 -1.6959 -0.1 0.0 0.4
C -2.9133 -1.7548 -1.9453 0.2 0.0 0.0
C -6.3332 -1.9292 -0.3761 -0.5 0.6 0.1
H -8.3787 -2.5536 -0.7830 0.1 -0.2 0.0
H -7.2937 -3.8545 -0.2414 -0.1 0.1 -0.1
H -7.0710 -4.3525 -2.5350 -0.1 0.2 0.0
H -7.6261 -2.7356 -3.0097 0.0 -0.2 0.1
H -4.8569 -3.6730 -2.6186 -0.1 0.2 0.2
H -5.4299 -2.2043 -3.4061 0.0 -0.1 0.3
H -4.7380 -0.0699 0.4200 0.3 0.0 -0.2
H -2.5911 1.1586 0.6089 0.0 -0.2 -0.1
H -0.2425 1.6203 -0.5664 0.0 -0.3 -0.1
H 0.3991 -1.8791 0.3964 0.2 0.1 -0.1
H 2.5853 -3.0142 0.2483 -0.1 0.2 -0.1
H 5.1464 -2.9039 0.7464 -0.1 0.1 -0.4
H 4.3848 -4.1030 -0.3077 0.1 0.1 0.0
H 7.2428 -3.2380 -0.2178 -0.1 -0.2 -0.1
H 6.5669 -4.7938 -0.7485 0.1 0.3 0.0
H 7.5292 -2.7693 -2.4891 -0.1 -0.2 0.0
H 6.3610 -4.0235 -2.9673 0.2 0.1 0.1
H 4.8280 -2.3469 -3.3209 0.1 0.1 0.3
H 5.8811 -1.1381 -2.5735 -0.1 -0.3 0.1
H 4.0191 0.1159 -2.3773 -0.3 -0.1 0.3
H 1.9400 1.4009 -1.9579 0.1 -0.3 0.1
H -0.8009 -1.5714 -2.2342 -0.2 0.2 0.0
H -3.0300 -2.5078 -2.7290 0.2 0.3 0.4
H -6.7619 -0.9129 -0.4094 0.1 -0.2 0.0
H -6.0178 -2.1126 0.6635 0.1 0.0 -0.4
C 2.7766 5.5557 0.6893 0.2 0.0 0.1
C 1.4943 5.1163 0.0250 -0.7 -0.5 0.0
N 0.5968 4.3227 0.8904 0.0 -0.3 0.4
C -0.2664 5.0873 1.8105 0.3 -0.2 -0.2
C -1.6219 5.3917 1.2015 -0.1 0.0 0.1
C 0.9211 2.9929 1.1497 0.9 0.7 -0.5
C -0.1113 2.2070 1.7722 -0.3 0.4 0.2
N 0.1503 1.1611 2.6392 0.1 -0.5 -0.2
C 1.3820 0.5341 2.6748 -0.6 0.0 0.2
C 1.5757 -0.5765 3.4704 -0.4 0.0 0.3
C 0.5526 -1.0563 4.2913 0.0 0.2 -0.3
C -0.6776 -0.3863 4.2698 0.1 -0.2 -0.1
C -0.8805 0.6824 3.4313 0.8 0.1 -0.3
O 2.0363 2.5598 0.7737 -0.9 -0.1 0.2
H 3.3631 6.1393 -0.0227 0.0 0.1 0.1
H 2.5683 6.1751 1.5684 0.1 -0.1 -0.1
H 3.3540 4.6746 0.9720 0.0 0.2 0.1
H 0.9053 5.9895 -0.2805 0.1 -0.2 -0.1
H 1.7138 4.5117 -0.8663 -0.1 0.2 0.2
H -0.3857 4.5095 2.7395 0.1 0.3 -0.2
H 0.2526 6.0240 2.0659 -0.1 -0.3 0.0
H -2.1609 6.1249 1.8097 0.0 -0.1 -0.1
H -1.5122 5.7752 0.1830 0.0 0.0 0.1
H -2.2189 4.4778 1.1561 -0.1 0.1 -0.1
H -1.1170 2.6278 1.8414 0.5 -0.2 0.2
H 2.1425 0.9451 2.0245 -0.2 0.1 0.0
H 2.5447 -1.0650 3.4137 -0.2 0.1 0.1
H 0.6917 -1.9438 4.8979 0.0 0.2 0.0
H -1.5063 -0.7158 4.8917 0.2 0.0 -0.1
H -1.8211 1.2194 3.3291 0.3 -0.2 0.2

***

Number 1: energy -67011.679 eV. Number 2: energy -41850.129 eV.